Record 1
ORCA calculation (the ωB97M-V functional and the def2-TZVPD basis) on a structure of composition C24H37ClGdN2O3 at a distorted geometry.

Summary:
HOMO (spin up / spin down): -0.04 / -3.08 eV
Kohn-Sham gap (spin up / spin down): 2.755 / 5.719 eV
expectation value of S²: 16.10
lowest unoccupied orbital energy (spin up / spin down): 2.72 / 2.64 eV
spin multiplicity: 8
energy above the lowest of the compared OMol25 structures with the same formula, charge and spin: 6.599 eV
net charge: -1
F_max: 7.14 eV/A

Geometry (Å):
Gd 0.6453 -0.8376 -0.7822
Cl 1.9044 -3.2638 -0.8133
N -1.2448 -1.5393 0.9514
N 1.2466 1.5226 -1.3567
C -1.8588 -2.5742 0.4121
C 1.0035 1.8672 -2.6054
C -1.7790 -1.4378 2.3490
C -2.3814 -2.8364 2.5800
C -2.8983 -0.4063 2.4084
C -0.6804 -1.1052 3.3339
H -3.7143 -0.6748 1.7193
H -2.5237 0.5887 2.1387
H -3.3052 -0.3727 3.4294
H 0.0717 -1.9019 3.3356
H -1.1050 -1.0353 4.3495
H -0.1811 -0.1599 3.0857
C 1.7434 2.7501 -0.6553
C 1.7548 3.8062 -1.7668
C 3.1384 2.5344 -0.1072
C 0.7884 3.1305 0.4637
H -0.2338 3.2400 0.0731
H 1.1017 4.0916 0.8987
H 0.7927 2.3659 1.2529
H 3.8259 2.2429 -0.9147
H 3.1118 1.7499 0.6561
H 3.5129 3.4668 0.3432
O 1.2611 3.1028 -2.9560
H 2.7543 4.1827 -2.0115
H 1.0710 4.6430 -1.5889
O -2.5166 -3.3793 1.2120
H -3.3868 -2.8507 3.0283
H -1.7099 -3.5102 3.1337
C -1.8086 -2.8096 -1.0715
C 0.3925 0.9200 -3.6082
C -0.9443 0.3889 -3.0925
H 1.1320 0.1097 -3.7659
H 0.2974 1.4548 -4.5667
C -1.0863 -0.6650 -2.2645
C -2.0521 -1.5010 -1.8280
H 2.5278 -2.0056 -1.3281
C -3.2792 -0.8383 -1.9745
C -3.2824 0.4321 -2.5515
C -4.4943 -1.5446 -1.4587
C -2.1780 1.0206 -3.1950
H -4.2060 1.0134 -2.5051
C -2.2262 2.3170 -3.9434
H -3.2297 2.6761 -3.9782
H -1.8343 2.2204 -4.9547
H -1.5990 3.0436 -3.4206
H -4.5317 -2.5853 -1.7737
H -5.3728 -1.0386 -1.7760
H -4.4616 -1.5422 -0.3641
H -2.5373 -3.5989 -1.3262
H -0.8072 -3.2479 -1.2967
C 2.7096 -2.0979 2.5297
C 2.8874 -0.6903 1.9510
C 3.0972 0.3110 3.0996
C 4.1267 -0.7585 1.0470
O 1.7587 -0.3529 1.1438
H 3.6370 -2.4514 3.0167
H 2.4644 -2.8021 1.7219
H 1.9081 -2.1366 3.2737
H 3.9561 0.0265 3.7380
H 3.3002 1.3310 2.7384
H 2.2144 0.3604 3.7606
H 3.9519 -1.5012 0.2545
H 4.3388 0.2037 0.5572
H 5.0220 -1.0611 1.6151

Cartesian forces, eV/Å:
Gd 1.6 0.5 1.6
Cl -0.6 -2.1 0.5
N -1.5 -1.3 -0.4
N -0.3 0.9 -1.2
C 1.9 2.6 -0.1
C -0.5 -2.2 1.6
C 0.3 -0.2 -0.4
C 0.1 -0.5 -0.6
C -0.2 0.3 -0.2
C 0.1 -0.1 0.5
H 0.2 0.1 0.1
H -0.1 -0.2 0.0
H 0.1 0.0 -0.2
H -0.2 0.3 -0.1
H 0.1 0.0 -0.2
H -0.1 -0.3 -0.1
C -0.2 -0.6 -0.2
C -0.3 -0.1 -0.8
C 0.3 -0.1 0.1
C -0.3 0.1 0.2
H 0.2 -0.1 0.1
H -0.1 -0.2 0.0
H 0.0 0.1 -0.3
H -0.2 0.0 0.2
H 0.0 0.2 -0.3
H -0.1 -0.2 -0.1
O 0.4 1.9 -0.2
H -0.2 -0.1 0.1
H 0.1 -0.1 0.0
O -1.1 -0.7 1.2
H 0.4 0.1 -0.1
H -0.2 0.2 -0.2
C -0.2 -0.3 0.1
C 0.0 0.6 0.1
C -1.8 1.4 -0.9
H -0.4 -0.2 0.2
H -0.1 -0.1 0.3
C 6.1 -3.6 1.0
C -2.6 1.3 -0.5
H 0.6 1.6 -0.8
C 0.2 -2.2 0.5
C -0.8 1.1 -0.4
C 0.3 0.4 0.5
C 0.6 0.4 -0.6
H 0.0 -0.2 -0.3
C 0.0 0.0 0.5
H -0.8 0.5 -0.2
H 0.0 -0.1 -0.1
H -0.1 0.2 -0.1
H 0.0 -0.1 -0.1
H -1.1 0.3 -0.2
H -0.2 -0.1 0.1
H 0.2 0.4 0.0
H -0.5 0.4 -0.1
C 0.1 -0.4 0.2
C -0.8 0.0 -0.9
C 0.1 0.2 0.4
C 0.4 0.1 -0.1
O 0.9 0.0 1.0
H -0.3 0.1 -0.1
H 0.1 0.3 0.3
H 0.2 0.1 -0.1
H -0.3 0.0 -0.3
H -0.1 -0.3 0.0
H 0.2 -0.1 -0.3
H 0.1 0.2 0.3
H -0.1 -0.3 0.2
H -0.1 0.1 -0.1

How is the electron density shared among the atoms? According to Löwdin, the charges in e are: atom 1 (Gd): 1.23, atom 2 (Cl): 0.07, atom 3 (N): 0.10, atom 4 (N): 0.05, atom 5 (C): -0.40, atom 6 (C): -0.39, atom 7 (C): -0.54, atom 8 (C): -0.05, atom 9 (C): -0.03, atom 10 (C): -0.04, atom 11 (H): 0.08, atom 12 (H): 0.09, atom 13 (H): 0.08, atom 14 (H): 0.06, atom 15 (H): 0.09, atom 16 (H): 0.08, atom 17 (C): -0.54, atom 18 (C): -0.06, atom 19 (C): -0.04, atom 20 (C): -0.03, atom 21 (H): 0.09, atom 22 (H): 0.08, atom 23 (H): 0.08, atom 24 (H): 0.10, atom 25 (H): 0.04, atom 26 (H): 0.09, atom 27 (O): 0.01, atom 28 (H): 0.12, atom 29 (H): 0.12, atom 30 (O): 0.02, atom 31 (H): 0.13, atom 32 (H): 0.13, atom 33 (C): -0.08, atom 34 (C): -0.08, atom 35 (C): -0.28, atom 36 (H): 0.11, atom 37 (H): 0.11, atom 38 (C): -0.30, atom 39 (C): -0.27, atom 40 (H): -0.24, atom 41 (C): -0.25, atom 42 (C): -0.03, atom 43 (C): -0.05, atom 44 (C): -0.25, atom 45 (H): 0.09, atom 46 (C): -0.05, atom 47 (H): 0.05, atom 48 (H): 0.08, atom 49 (H): 0.08, atom 50 (H): 0.08, atom 51 (H): 0.05, atom 52 (H): 0.06, atom 53 (H): 0.12, atom 54 (H): 0.07, atom 55 (C): -0.07, atom 56 (C): -0.74, atom 57 (C): -0.05, atom 58 (C): -0.07, atom 59 (O): -0.45, atom 60 (H): 0.08, atom 61 (H): 0.02, atom 62 (H): 0.05, atom 63 (H): 0.08, atom 64 (H): 0.06, atom 65 (H): 0.07, atom 66 (H): 0.04, atom 67 (H): 0.06, atom 68 (H): 0.08

=====

Record 2
ORCA calculation (the ωB97M-V functional and the def2-TZVPD basis) on a structure of composition C12H34GaIO9P.

Summary:
HOMO: -5.49 eV
Kohn-Sham gap: 8.202 eV
lowest unoccupied orbital energy: 2.71 eV
net charge: -1
F_max: 0.56 eV/A

Geometry (Å):
O -2.4729 -2.7356 -2.1827
P -1.0529 -2.2769 -2.1300
O -0.8065 -0.9970 -3.1370
O -0.0990 -3.4263 -2.8075
Ga -0.0577 -1.7060 -0.0545
I 2.4852 -2.1542 -0.6639
H -1.2984 -1.1213 -3.9553
H 0.8221 -3.2899 -2.5377
H -0.4761 -2.8084 0.9739
H -0.2052 -0.1801 0.2926
C 3.0653 1.5655 -2.1936
O 3.5158 1.3839 -0.8651
C 4.9152 1.3005 -0.7376
C 5.4903 2.5825 -0.1608
O 5.2644 3.6981 -1.0100
C 4.1098 4.4396 -0.6621
H 1.9859 1.7006 -2.1456
H 3.5255 2.4469 -2.6543
H 3.2843 0.6857 -2.8079
H 5.3806 1.0961 -1.7092
H 5.1497 0.4636 -0.0713
H 6.5710 2.4758 -0.0339
H 5.0478 2.7665 0.8259
H 4.2822 5.0466 0.2355
H 3.2569 3.7834 -0.4801
H 3.8844 5.1027 -1.4965
C -1.8599 -3.5730 5.0375
O -1.5458 -3.5171 3.6696
C -1.1828 -4.7566 3.0879
C -2.3055 -5.3193 2.2425
O -3.4598 -5.6228 3.0159
C -4.4607 -4.6283 2.9331
H -2.2386 -2.5909 5.3195
H -2.6232 -4.3292 5.2534
H -0.9739 -3.7933 5.6470
H -0.8956 -5.4735 3.8669
H -0.3213 -4.5800 2.4389
H -1.9670 -6.2444 1.7684
H -2.5487 -4.6030 1.4507
H -4.9005 -4.5919 1.9303
H -4.0670 -3.6364 3.1698
H -5.2368 -4.8944 3.6506
C 0.0113 3.2888 -0.1725
O -0.2148 2.7834 -1.4716
C -1.3196 1.8917 -1.5570
C -2.5212 2.5532 -2.1965
O -3.0320 3.6344 -1.4265
C -2.5788 4.8968 -1.8602
H 0.8095 4.0278 -0.2458
H -0.8856 3.7637 0.2390
H 0.3349 2.4912 0.5045
H -1.5797 1.5123 -0.5648
H -1.0208 1.0309 -2.1616
H -3.3182 1.8125 -2.2961
H -2.2554 2.9042 -3.2015
H -2.9898 5.1482 -2.8462
H -1.4879 4.9410 -1.9197
H -2.9324 5.6314 -1.1370

Cartesian forces, eV/Å:
O 0.5 0.2 -0.1
P -0.2 -0.4 -0.2
O 0.0 -0.1 0.2
O -0.4 0.1 0.1
Ga -0.1 0.1 0.0
I 0.1 -0.1 0.0
H -0.1 -0.1 -0.1
H 0.1 0.0 0.0
H 0.0 0.0 0.0
H 0.0 -0.1 0.0
C -0.1 0.0 0.0
O 0.0 0.1 0.0
C 0.1 0.0 0.0
C -0.1 0.0 0.0
O 0.0 0.0 0.0
C 0.0 0.0 0.0
H 0.0 0.0 0.0
H 0.0 0.0 0.0
H 0.0 0.0 0.0
H 0.0 0.0 0.0
H 0.0 0.0 0.0
H 0.0 0.0 0.0
H 0.0 0.0 0.0
H 0.1 0.0 0.0
H 0.0 0.0 0.0
H 0.0 0.0 0.0
C 0.0 -0.1 0.0
O 0.0 0.1 0.0
C 0.0 -0.1 0.0
C 0.0 0.1 0.0
O 0.0 0.0 0.0
C 0.0 0.0 0.0
H 0.0 0.0 0.0
H 0.0 0.0 0.0
H 0.0 0.0 0.0
H 0.0 0.0 0.0
H 0.0 0.0 0.0
H 0.0 0.0 0.0
H 0.0 0.0 0.0
H 0.0 0.0 0.0
H 0.0 0.0 0.0
H 0.0 0.0 0.0
C 0.0 -0.1 0.0
O 0.0 0.2 -0.1
C -0.1 -0.1 0.0
C 0.1 0.0 0.0
O 0.0 0.0 0.0
C 0.0 0.0 0.0
H 0.0 0.0 0.0
H 0.0 0.0 0.0
H 0.0 0.0 0.0
H 0.0 0.1 0.0
H 0.0 0.1 0.1
H 0.0 0.0 0.0
H 0.0 0.0 0.0
H 0.0 0.0 0.0
H 0.0 0.0 0.0
H 0.0 0.0 0.0

How is the electron density shared among the atoms? According to natural (NBO), the charges in e are: atom 1 (O): -1.14, atom 2 (P): 1.85, atom 3 (O): -1.02, atom 4 (O): -1.02, atom 5 (Ga): 0.45, atom 6 (I): -0.52, atom 7 (H): 0.49, atom 8 (H): 0.51, atom 9 (H): -0.29, atom 10 (H): -0.29, atom 11 (C): -0.26, atom 12 (O): -0.55, atom 13 (C): -0.08, atom 14 (C): -0.09, atom 15 (O): -0.56, atom 16 (C): -0.26, atom 17 (H): 0.22, atom 18 (H): 0.16, atom 19 (H): 0.17, atom 20 (H): 0.17, atom 21 (H): 0.19, atom 22 (H): 0.18, atom 23 (H): 0.17, atom 24 (H): 0.16, atom 25 (H): 0.19, atom 26 (H): 0.18, atom 27 (C): -0.25, atom 28 (O): -0.54, atom 29 (C): -0.09, atom 30 (C): -0.09, atom 31 (O): -0.56, atom 32 (C): -0.25, atom 33 (H): 0.19, atom 34 (H): 0.17, atom 35 (H): 0.16, atom 36 (H): 0.16, atom 37 (H): 0.21, atom 38 (H): 0.18, atom 39 (H): 0.20, atom 40 (H): 0.17, atom 41 (H): 0.18, atom 42 (H): 0.18, atom 43 (C): -0.25, atom 44 (O): -0.56, atom 45 (C): -0.11, atom 46 (C): -0.09, atom 47 (O): -0.55, atom 48 (C): -0.25, atom 49 (H): 0.18, atom 50 (H): 0.17, atom 51 (H): 0.19, atom 52 (H): 0.19, atom 53 (H): 0.23, atom 54 (H): 0.19, atom 55 (H): 0.16, atom 56 (H): 0.16, atom 57 (H): 0.18, atom 58 (H): 0.18